The following is a DFT calculation (the ωB97M-V functional and the def2-TZVPD basis) of C4H6O5 in the gas phase at a distorted geometry.

Last column: Mulliken charge in e.
Geometry (Å):
C  -1.7497  1.1817  -0.2535  -0.19
C  -0.7490  0.4463  0.4036  0.53
C  1.9113  -0.5547  -0.6971  -1.19
C  1.4900  0.0462  0.6475  -0.15
O  -3.0600  0.7903  -0.3692  -0.24
O  -0.9877  -0.9223  0.6197  -0.27
O  -3.0871  -0.6544  -0.4519  -0.06
O  -2.4334  -1.1328  0.6379  -0.13
O  0.4182  0.9878  0.5614  -0.33
H  -1.5468  2.1202  -0.7690  0.40
H  2.7651  -1.0757  -0.5833  0.44
H  1.0811  -1.2731  -0.9860  0.29
H  2.2073  0.1359  -1.3587  0.36
H  2.3618  0.7278  1.1885  0.27
H  1.3790  -0.8231  1.4102  0.26

Output
HOMO-LUMO gap (spin up / spin down)   5.896 / 8.838 eV
Highest occupied orbital energy (spin up / spin down)   -5.167 / -10.404 eV
2S+1   3